Formula: C30H57CsGeN5O6P2S4Si3
Source: the OMol25 dataset
Level of theory: ωB97M-V/def2-TZVPD

Atoms and positions in Å:
Cs1 0.40338 -0.21433 -0.92632
O1 -2.81602 -1.30584 -2.95178
C1 -2.01540 -0.38869 -2.72888
O2 -1.87302 0.28375 -1.69411
C2 -1.09174 -0.02525 -3.90674
C3 -1.66504 0.23705 -5.17421
C4 -0.85563 0.56075 -6.22361
C5 0.54303 0.60603 -6.02885
C6 1.46909 0.93615 -7.03833
C7 2.81169 0.95875 -6.77060
C8 3.28359 0.64549 -5.48684
C9 2.41272 0.31837 -4.48474
C10 1.02274 0.29545 -4.72685
N1 0.19761 -0.00176 -3.70648
H1 -2.73577 0.16325 -5.28258
H2 -1.25431 0.78434 -7.20827
H3 1.10097 1.18185 -8.02749
H4 3.52104 1.21315 -7.54977
H5 4.34634 0.67663 -5.29345
H6 2.75574 0.10436 -3.48382
C11 0.98200 -1.79885 4.15581
N2 0.36390 -2.81615 3.33475
C12 0.75179 -4.15949 3.69073
P1 -0.11348 -2.34936 1.80163
O3 0.31935 -1.03039 1.38171
O4 0.58224 -3.59052 0.94364
P2 0.65372 -3.75732 -0.65513
O5 0.14042 -2.65616 -1.45090
N3 -0.31348 -5.13706 -0.82618
C13 0.07228 -6.34448 -0.13776
C14 -0.88261 -5.33831 -2.13913
N4 2.23872 -4.23299 -0.93580
C15 3.16099 -4.49323 0.15039
C16 2.88331 -3.67235 -2.11030
N5 -1.75802 -2.59175 1.74466
C17 -2.32111 -3.86300 2.13381
C18 -2.43285 -1.99858 0.60280
H7 0.58068 -1.85505 5.17204
H8 0.74942 -0.82540 3.73675
H9 2.07027 -1.91825 4.19215
H10 0.38998 -4.38559 4.70025
H11 1.84263 -4.28043 3.68578
H12 0.32112 -4.87458 2.99555
H13 0.48024 -6.07777 0.83498
H14 0.82610 -6.92623 -0.68406
H15 -0.81182 -6.97310 0.00891
H16 -1.02755 -4.35957 -2.59081
H17 -1.85444 -5.83272 -2.04841
H18 -0.23906 -5.94732 -2.78746
H19 2.62158 -4.88125 1.01131
H20 3.70000 -3.58783 0.44516
H21 3.88260 -5.24609 -0.18121
H22 2.12340 -3.28756 -2.78658
H23 3.44931 -4.46286 -2.61668
H24 3.56224 -2.85797 -1.83976
H25 -1.87017 -4.19310 3.06826
H26 -2.18758 -4.63388 1.36310
H27 -3.39269 -3.72667 2.29783
H28 -1.95599 -1.06129 0.33329
H29 -3.46775 -1.79120 0.87420
H30 -2.41832 -2.64878 -0.27569
O6 7.51734 3.29399 0.23943
C19 6.49946 2.67579 0.02565
S1 5.00094 3.38389 -0.53003
C20 4.02098 1.88986 -0.69171
C21 4.65127 0.73689 -0.30533
S2 4.01443 -0.82445 -0.30062
S3 6.34693 0.93590 0.24074
S4 2.47230 2.07554 -1.33431
C22 -4.37534 1.20586 0.68239
Si1 -3.29456 2.78447 0.52428
C23 -4.21224 4.07338 1.65202
C24 -3.62664 3.40991 -1.25878
Ge1 -0.94661 2.37482 0.93416
Si2 -0.07808 4.66662 0.89912
C25 -0.01400 5.32924 -0.90182
C26 -0.90487 6.12102 1.89389
C27 1.75551 4.74131 1.46010
Si3 -0.97133 2.08756 3.35921
C28 -1.89807 0.48527 3.91203
C29 0.83552 1.81015 3.96245
C30 -1.58527 3.40686 4.65385
H31 -5.44704 1.40048 0.69775
H32 -4.12347 0.65327 1.58259
H33 -4.15505 0.57131 -0.16780
H34 -5.26047 4.20234 1.39067
H35 -3.73079 5.04230 1.58027
H36 -4.16233 3.76378 2.69123
H37 -4.68277 3.52104 -1.49968
H38 -3.20040 2.68056 -1.93874
H39 -3.13780 4.36242 -1.44347
H40 -1.01001 5.51915 -1.29203
H41 0.44945 4.56792 -1.52224
H42 0.56932 6.24224 -1.00532
H43 -1.93016 6.27015 1.56978
H44 -0.38023 7.06650 1.77209
H45 -0.93203 5.89220 2.95431
H46 2.28186 3.90449 1.01275
H47 1.85372 4.65924 2.53913
H48 2.26448 5.64934 1.14328
H49 -1.59963 -0.33090 3.25802
H50 -2.97363 0.60627 3.81399
H51 -1.68907 0.18330 4.93728
H52 1.36390 1.21749 3.22203
H53 0.91697 1.30604 4.92427
H54 1.35764 2.75906 4.04155
H55 -2.62810 3.66311 4.49575
H56 -1.00829 4.31929 4.53980
H57 -1.47613 3.07869 5.68606

Its spin multiplicity is 2. The LUMO energy (spin up / spin down) comes out at 3.2 / 3.2 eV. As for the gap between HOMO and LUMO (spin up / spin down): 4.3 / 4.3 eV. As for the total charge: -2. Its calculated total energy is -7143.877128 Eh. As for the expectation value of S²: 0.768. The HOMO energy (spin up / spin down) comes out at -0.0406 / -0.0403 hartree.

Formula: C5H7N
Source: the OMol25 dataset
Level of theory: ωB97M-V/def2-TZVPD

Atoms and positions in Å:
C1 2.29431 0.22107 -0.61488
C2 1.46204 -0.27711 0.26961
N1 0.75308 -0.78526 1.12443
C3 -0.70643 -0.62375 1.19195
C4 -1.30712 0.42324 0.28472
C5 -1.32991 0.32347 -1.04076
H1 2.51142 -0.32227 -1.52732
H2 2.76858 1.18026 -0.44412
H3 -0.94268 -0.40921 2.23826
H4 -1.12833 -1.61233 0.97730
H5 -1.70675 1.31702 0.76174
H6 -0.92949 -0.54811 -1.55568
H7 -1.73871 1.11299 -1.66525

The LUMO energy comes out at 1.1 eV. The SMILES is C=C=NCC=C. As for the gap between HOMO and LUMO: 9.9 eV. Its calculated total energy is -249.391096 Eh. The HOMO energy comes out at -0.3226 hartree.

For each record above, in turn, the calculated ΔE to the lowest compared entry with this formula, charge and spin values are 79.5; 51.5 kcal/mol.
For each record above, in turn, the calculated maximum force values are 0.0634; 0.0152 hartree/bohr.